[1]
The following is a DFT calculation (wB97M-V/def2-TZVPD) of a cluster of 2 separate species, C6H18N3 in total at a distorted geometry.

Atoms and positions in Å:
C 1.51859 1.05288 -0.80246
C 2.75241 0.74266 0.08408
C -0.13456 -0.15370 -2.06997
N 0.47257 0.06043 -0.95857
N -0.09749 0.82761 -3.18123
N -0.83219 -1.36613 -2.27377
H 1.01386 1.97737 -0.36752
H 1.92834 1.37286 -1.87020
H 3.50823 0.01828 -0.37151
H 2.43519 0.17170 1.06046
H 0.34018 -0.66048 -0.26345
H 0.29044 1.72732 -3.29529
H -0.30008 0.41319 -4.01580
H -1.36155 -1.89772 -1.53188
H -1.31298 -1.33665 -3.12829
H 3.28417 1.59814 0.27584
C -0.75412 -0.15910 2.38120
C -1.97498 0.58527 2.05217
C -0.84614 -1.66845 1.81664
H 0.10249 0.33905 1.96324
H -0.49890 -0.14205 3.45599
H -1.89028 1.47047 2.75097
H 0.15758 -1.92925 1.39535
H -1.00968 -2.39798 2.57890
H -2.94678 0.17740 2.20709
H -2.10190 0.97646 1.02608
H -1.74240 -1.79959 1.08195

Computed properties:
Relative energy (zero: lowest compared OMol25 entry of this formula, charge and spin) ... 219.3 kJ/mol
Frontier orbital gap ... 11.225 eV
Maximum force ... 6.06 eV/A
Total charge ... +1

---

[2]
The following is a DFT calculation (wB97M-V/def2-TZVPD) of a cluster of 2 separate species, C26H31BF6N3 in total at a distorted geometry.

Atoms and positions in Å:
C 0.37568 -2.56311 -6.31817
C 0.64043 -1.10236 -6.11332
N 0.38184 -0.51689 -4.91881
B -0.19223 -1.35327 -3.67650
H -0.28636 -0.72513 -2.59754
C 0.61489 0.80297 -4.76875
C 0.30930 1.46045 -3.45535
C 1.12470 1.56878 -5.80960
C 1.40645 0.98816 -7.04155
C 1.15220 -0.37231 -7.17986
H 0.67303 -2.79832 -7.34404
H 0.95374 -3.20577 -5.64622
H -0.68158 -2.82895 -6.21031
H -1.31278 -1.75507 -3.93543
H 0.55365 -2.28455 -3.43348
H 0.55575 2.52431 -3.53649
H -0.75344 1.37966 -3.19460
H 0.89603 1.04485 -2.62697
H 1.28524 2.62420 -5.61228
H 1.80850 1.56833 -7.87025
H 1.33483 -0.91682 -8.10526
C -4.86726 -1.62883 4.64639
N -4.49463 -2.03192 3.31510
C -5.23904 -3.17575 2.79654
C -4.39442 -4.40858 2.90488
F -5.00166 -5.54105 2.44763
F -3.22287 -4.24119 2.19802
F -4.02587 -4.61717 4.21449
C -3.64880 -1.29900 2.53729
C -3.70827 -1.34440 1.11698
C -2.79213 -0.66810 0.34525
C -1.68233 0.01364 0.93423
C -0.66865 0.60758 0.13592
C 0.60189 1.00670 0.66569
C 1.17989 2.27903 0.37793
C 2.32384 2.70335 1.02752
C 3.09503 1.79910 1.79846
N 4.27753 2.16561 2.37640
C 5.37302 1.24439 2.52511
C 4.60786 3.55037 2.70125
C 4.11347 3.86300 4.08428
F 4.38883 5.12849 4.51276
F 2.74763 3.68561 4.13658
F 4.65079 2.97855 4.99184
C 2.59848 0.47480 1.98147
C 1.33694 0.13834 1.53277
C -1.67798 0.11580 2.36818
C -2.65810 -0.47191 3.13875
H -4.70906 -0.55379 4.79408
H -5.92962 -1.85821 4.79080
H -4.29354 -2.16010 5.42229
H -6.12562 -3.30844 3.42920
H -5.48089 -3.03948 1.74058
H -4.50632 -1.91213 0.64369
H -2.89653 -0.68377 -0.74051
H -0.89619 0.82604 -0.91198
H 0.67457 2.95769 -0.30904
H 2.68867 3.72456 0.90547
H 5.23368 0.37288 1.87415
H 6.29659 1.76271 2.24214
H 5.48678 0.88055 3.55802
H 5.70205 3.63567 2.69564
H 4.12075 4.24713 2.01291
H 3.20373 -0.24362 2.53838
H 0.90318 -0.82257 1.81209
H -0.88744 0.68328 2.85754
H -2.63791 -0.37404 4.22758

Computed properties:
Relative energy (zero: lowest compared OMol25 entry of this formula, charge and spin) ... 0.0 kJ/mol
Frontier orbital gap ... 6.108 eV
Maximum force ... 2.08 eV/A
Total charge ... +1

---

[3]
The following is a DFT calculation (wB97M-V/def2-TZVPD) of an isolated molecule of C6H12O.

Atoms and positions in Å:
C 0.17589 -0.67588 -2.11028
C 0.15937 -0.55112 -0.58555
C 1.34822 -1.27452 0.05112
C 0.17085 0.91211 -0.20558
O -1.03915 1.64242 -0.36532
C -0.52259 1.48190 0.95472
C -1.33944 0.67701 1.94384
H 0.13847 -1.72472 -2.42439
H -0.67760 -0.15158 -2.55154
H 1.09272 -0.23602 -2.52422
H -0.77224 -0.99010 -0.20714
H 2.29845 -0.84151 -0.28710
H 1.35087 -2.33455 -0.22647
H 1.32135 -1.20905 1.14507
H 1.05512 1.44842 -0.56802
H -0.10086 2.40491 1.35811
H -2.20469 0.22812 1.45009
H -1.70432 1.31966 2.75142
H -0.75043 -0.12549 2.40124

Computed properties:
Structure (SMILES) ... CC(C)[C@H]1O[C@H]1C
Relative energy (zero: lowest compared OMol25 entry of this formula, charge and spin) ... 109.6 kJ/mol
Frontier orbital gap ... 11.132 eV
Maximum force ... 0.30 eV/A

---

[4]
The following is a DFT calculation (wB97M-V/def2-TZVPD) of an isolated molecule of C4H8N2O at a distorted geometry.

Atoms and positions in Å:
C -0.75147 -0.88707 0.55947
C -0.08214 0.25411 -0.46057
C -1.03757 0.88047 -1.42586
N -0.38215 1.63862 -0.36049
C 1.15535 -0.47026 -0.18216
O 1.52269 -1.48264 -0.73082
N 1.69271 0.07234 1.05108
H -1.32930 -0.30161 1.25888
H -1.31333 -1.54401 -0.09896
H -0.14841 -1.59264 1.17782
H -0.88854 1.27727 -2.43656
H -2.03375 0.45814 -1.27744
H -0.87952 1.96947 0.45927
H 1.87468 -0.68972 1.70037
H 2.60075 0.41754 0.76597

Computed properties:
Structure (SMILES) ... C[C@@]1(C(N)=O)CN1
Relative energy (zero: lowest compared OMol25 entry of this formula, charge and spin) ... 364.9 kJ/mol
Frontier orbital gap ... 10.281 eV
Maximum force ... 1.76 eV/A

---

Copy entry 3 word for word.
The following is a DFT calculation (wB97M-V/def2-TZVPD) of an isolated molecule of C6H12O.

Atoms and positions in Å:
C 0.17589 -0.67588 -2.11028
C 0.15937 -0.55112 -0.58555
C 1.34822 -1.27452 0.05112
C 0.17085 0.91211 -0.20558
O -1.03915 1.64242 -0.36532
C -0.52259 1.48190 0.95472
C -1.33944 0.67701 1.94384
H 0.13847 -1.72472 -2.42439
H -0.67760 -0.15158 -2.55154
H 1.09272 -0.23602 -2.52422
H -0.77224 -0.99010 -0.20714
H 2.29845 -0.84151 -0.28710
H 1.35087 -2.33455 -0.22647
H 1.32135 -1.20905 1.14507
H 1.05512 1.44842 -0.56802
H -0.10086 2.40491 1.35811
H -2.20469 0.22812 1.45009
H -1.70432 1.31966 2.75142
H -0.75043 -0.12549 2.40124

Computed properties:
Structure (SMILES) ... CC(C)[C@H]1O[C@H]1C
Relative energy (zero: lowest compared OMol25 entry of this formula, charge and spin) ... 109.6 kJ/mol
Frontier orbital gap ... 11.132 eV
Maximum force ... 0.30 eV/A

---

Q: Among the records above, which one has the highest maximum force?
A: C6H18N3

---

Q: Number 4 is which compound?
A: C4H8N2O